Computed, not measured: the molecule C3H3NO, with ωB97M-V/def2-TZVPD.

* net charge: 0
* gap between HOMO and LUMO: 10.9 eV
* HOMO energy: -11.15 eV
* LUMO: -0.279 eV
* SMILES: CC(=O)C#N

```
8
Properties=species:S:1:pos:R:3:forces:R:3:nbo_charge:R:1
C -1.017097 -0.274091 0.110435 0.01 -0.04 -0.13 -0.705
C 0.322126 0.417305 0.079995 -0.04 0.15 -0.44 0.494
O 0.392503 1.613238 0.045492 -0.27 0.72 0.33 -0.446
C 1.660135 -0.190474 -0.125077 1.22 -0.49 -0.30 0.158
N 2.776469 -0.339877 -0.403311 -1.39 -0.21 0.44 -0.244
H -1.719120 0.546995 -0.016907 -0.13 -0.10 -0.02 0.250
H -1.131212 -0.975074 -0.718357 0.17 -0.01 0.03 0.244
H -1.283803 -0.798025 1.027733 0.43 -0.03 0.10 0.250
```
Positions in Å, forces in eV/Å.

---

Computed, not measured: the molecule C3H3NO, with ωB97M-V/def2-TZVPD.

* net charge: 0
* gap between HOMO and LUMO (alpha / beta): 8.2 / 8.3 eV
* HOMO energy (alpha / beta): -8.43 / -8.45 eV
* LUMO (alpha / beta): -0.268 / -0.165 eV

```
8
Properties=species:S:1:pos:R:3:forces:R:3:nbo_charge:R:1
C -0.962705 1.253229 0.157549 1.38 0.51 -0.22 0.106
C 1.283063 0.289620 0.036432 2.92 -2.05 1.17 0.483
C -0.017788 -0.774744 -0.009457 0.34 0.58 0.66 -0.338
N -1.100076 0.065377 0.085031 -0.28 -1.20 0.73 -0.364
O 2.393607 -0.158674 0.173277 -3.49 2.02 -0.54 -0.517
H -1.693023 1.953474 -0.075616 -1.22 1.68 -0.01 0.180
H 0.059489 -1.004104 -1.013917 0.29 -1.27 -2.12 0.222
H 0.037433 -1.624178 0.646698 0.05 -0.27 0.33 0.227
```
Positions in Å, forces in eV/Å.

---

Computed, not measured: a cluster of 2 separate species, C3H3NO in total, with ωB97M-V/def2-TZVPD.

* net charge: 0
* gap between HOMO and LUMO: 10.3 eV
* HOMO energy: -9.50 eV
* LUMO: 0.838 eV
* SMILES: C=C=O.C#N

```
8
Properties=species:S:1:pos:R:3:forces:R:3:nbo_charge:R:1
O -0.453001 -1.851997 0.174908 0.79 0.64 0.07 -0.484
C 0.452408 -1.113577 0.256202 -0.48 -0.39 -0.05 0.721
C 1.445249 -0.262788 0.332429 -0.10 -0.09 0.00 -0.782
C -1.725909 0.994524 -0.495066 0.53 0.81 -0.25 0.071
N -1.075882 1.907667 -0.768585 -0.66 -0.92 0.26 -0.316
H -2.306304 0.130766 -0.237673 0.05 0.13 -0.03 0.244
H 1.409137 0.621370 -0.293114 -0.02 -0.12 0.08 0.280
H 2.254302 -0.425964 1.030898 -0.11 -0.05 -0.08 0.266
```
Positions in Å, forces in eV/Å.

---

Sequential energy above the lowest of the compared OMol25 structures with the same formula, charge and spin output: 51.0; 369.5; 115.5 kJ/mol